Entry 1:
DFT (ωB97M-V with the def2-TZVPD basis set) results for the molecule C4H9NO2 in a non-equilibrium geometry.

Properties
Max |F|: 1.4 eV/A
SMILES: NCCCC(=O)O
Total charge: 0
Highest occupied orbital energy: -0.342 Ha
E: -363.0622 a.u.

```
16
Properties=species:S:1:pos:R:3:mulliken_charge:R:1
N -2.77908 -0.00686 -0.13209 -0.56
C -1.66402 0.57038 0.62557 -0.60
C -0.53444 1.18065 -0.20909 -0.58
C 0.31281 0.11170 -0.90866 -0.41
C 1.31901 -0.57096 -0.03960 0.47
O 1.42936 -1.76691 0.07431 -0.56
O 2.15145 0.28404 0.57988 -0.44
H -3.34175 0.70860 -0.56666 0.24
H -2.46534 -0.68856 -0.80768 0.22
H -1.30596 -0.22768 1.27207 0.32
H -2.11656 1.39917 1.17716 0.34
H 0.09345 1.76886 0.44350 0.32
H -0.92908 1.81728 -0.96436 0.36
H 0.92244 0.60262 -1.67859 0.30
H -0.32039 -0.61671 -1.40830 0.25
H 2.78248 -0.25866 1.08033 0.33
```

Entry 2:
DFT (ωB97M-V with the def2-TZVPD basis set) results for the molecule C4H9NO2.

Properties
Max |F|: 0.6 eV/A
SMILES: COC/C(C)=N\O
Total charge: 0
Highest occupied orbital energy: -0.354 Ha
E: -362.9652 a.u.

```
16
Properties=species:S:1:pos:R:3:mulliken_charge:R:1
C 1.90873 0.50774 -0.37779 -0.60
O 1.50473 -0.32768 0.68893 -0.39
C 0.23762 0.02224 1.20452 -0.71
C -0.83205 -0.21298 0.16062 0.86
C -1.25699 -1.63341 -0.10849 -1.12
N -1.35294 0.69426 -0.57015 -0.54
O -0.89636 1.97359 -0.25762 -0.36
H 2.99216 0.40971 -0.46477 0.27
H 1.44325 0.21614 -1.33043 0.23
H 1.64710 1.55582 -0.18699 0.28
H 0.22981 1.06347 1.54603 0.41
H 0.06626 -0.63555 2.06311 0.36
H -2.26938 -1.80842 0.27073 0.30
H -0.58013 -2.33378 0.38695 0.33
H -1.25739 -1.84952 -1.17961 0.31
H -1.42065 2.52735 -0.84851 0.36
```

Entry 3:
DFT (ωB97M-V with the def2-TZVPD basis set) results for the molecule C4H9NO2.

Properties
Max |F|: 0.6 eV/A
SMILES: COC/C(C)=N\O
Total charge: 0
Highest occupied orbital energy: -0.358 Ha
E: -362.9683 a.u.

```
16
Properties=species:S:1:pos:R:3:mulliken_charge:R:1
C -0.98669 0.62223 1.59489 -0.62
O 0.35160 0.95636 1.30806 -0.37
C 1.04330 -0.03571 0.56839 -0.54
C 0.36705 -0.28026 -0.76393 0.77
C 0.36766 0.84960 -1.74992 -1.05
N -0.28795 -1.33131 -1.07418 -0.57
O -0.28135 -2.28129 -0.05599 -0.37
H -1.37888 1.40245 2.25331 0.26
H -1.60534 0.59860 0.68915 0.26
H -1.07102 -0.35546 2.08793 0.27
H 1.15004 -0.97022 1.13342 0.37
H 2.03971 0.38372 0.40038 0.32
H 1.38244 1.05590 -2.11040 0.29
H 0.00821 1.75975 -1.25590 0.24
H -0.27700 0.61539 -2.59971 0.37
H -0.82178 -2.98973 -0.42551 0.36
```

Entry 4:
DFT (ωB97M-V with the def2-TZVPD basis set) results for a 3-piece molecular cluster, C4H9NO2 overall.

Properties
Max |F|: 0.6 eV/A
SMILES: C=CC(N)=O.[H][H].C=O
Total charge: 0
Highest occupied orbital energy: -0.359 Ha
E: -362.9798 a.u.

```
16
Properties=species:S:1:pos:R:3:mulliken_charge:R:1
C -1.34004 -1.14259 0.68989 -0.95
C -0.11375 -1.56034 0.37853 0.01
C 1.14947 -1.00020 0.96312 0.48
N 1.12342 0.32099 1.31323 -0.31
O 2.11733 -1.72005 1.14918 -0.62
H -2.22468 -1.63386 0.29094 0.30
H -1.50215 -0.31770 1.38071 0.37
H 0.04404 -2.42357 -0.26455 0.34
H 2.01091 0.69777 1.61443 0.24
H 0.50642 0.96144 0.82931 0.17
H 2.23275 1.06590 -1.73570 0.25
H 1.61160 1.37125 -1.46347 -0.25
C -1.40354 1.34179 -1.25142 -0.13
O -0.73605 1.98741 -0.47807 -0.47
H -0.94262 0.68092 -2.01079 0.27
H -2.51131 1.37406 -1.23302 0.30
```

What ΔE to the lowest compared entry with this formula, charge and spin values result from the calculations? In sequence: 0.635 3.276 3.189 2.876 eV.
What gap between HOMO and LUMO values result from the calculations? In sequence: 10.073 10.564 10.691 9.958 eV.